Entry 1:
{"formula": "C35H52MnOP4", "method": "ωB97M-V/def2-TZVPD", "s_squared": 6.31, "charge": 3, "homo_lumo_gap_ha": [0.2787, 0.1167], "multiplicity": 5, "e_above_lowest_ev": 0.000, "symbols": ["Mn", "P", "P", "P", "H", "C", "C", "H", "C", "C", "C", "C", "C", "C", "C", "C", "C", "H", "H", "H", "H", "H", "H", "H", "H", "H", "H", "H", "H", "H", "H", "H", "H", "H", "H", "H", "H", "H", "H", "H", "H", "H", "H", "H", "H", "H", "C", "C", "C", "C", "C", "C", "O", "H", "H", "H", "H", "H", "H", "C", "C", "C", "C", "C", "C", "P", "C", "C", "C", "C", "C", "C", "C", "C", "C", "C", "C", "C", "H", "H", "H", "H", "H", "H", "H", "H", "H", "H", "H", "H", "H", "H", "H"], "coordinates": [[1.348310, 0.183980, -0.515670], [2.815584, 0.965984, 0.932103], [0.079275, 1.740531, -1.294722], [2.699855, -0.414263, -2.080186], [-0.850465, -1.310155, -0.036044], [0.147080, -1.514219, -0.439765], [1.255719, -1.587208, 0.518054], [1.055248, -1.328671, 1.565292], [2.376479, 1.329414, 2.665983], [3.546452, 2.571550, 0.425492], [4.309402, -0.078980, 1.202499], [-1.297445, 1.017300, -2.243953], [-0.743324, 2.892153, -0.148694], [0.922466, 2.874373, -2.459849], [3.511392, -2.033653, -1.845637], [4.068786, 0.660649, -2.628488], [1.773219, -0.658326, -3.624229], [0.129193, -2.144016, -1.340404], [2.108216, -2.253636, 0.365256], [2.337539, 0.400158, 3.254362], [1.404884, 1.834748, 2.739515], [3.159932, 1.981654, 3.081060], [2.756691, 3.323358, 0.282373], [4.117932, 2.462068, -0.502999], [4.220143, 2.918910, 1.224685], [4.015748, -1.057445, 1.605206], [4.961303, 0.417038, 1.936541], [4.874396, -0.232924, 0.274764], [-1.958334, 1.814670, -2.604448], [-1.881321, 0.339311, -1.613744], [-0.947819, 0.445932, -3.115883], [-1.352852, 3.610146, -0.713471], [-0.011090, 3.457902, 0.441809], [-1.393907, 2.362977, 0.552933], [0.266540, 3.720456, -2.705039], [1.200435, 2.369911, -3.391722], [1.836920, 3.279117, -2.007822], [4.043990, -2.247094, -2.779294], [2.773617, -2.825339, -1.663720], [4.224533, -2.021669, -1.010194], [4.527111, 0.188960, -3.509088], [4.832387, 0.774504, -1.849925], [3.693264, 1.651443, -2.913263], [2.424364, -1.194739, -4.326606], [1.464077, 0.291434, -4.080933], [0.872827, -1.255731, -3.442193], [-1.189075, -1.022132, -6.010428], [-2.334437, -1.095020, -6.836117], [-2.679059, -2.346158, -7.371996], [-1.907710, -3.488554, -7.093660], [-0.727272, -3.361888, -6.357444], [-0.321864, -2.104303, -5.909757], [-0.888416, 0.034096, -5.173273], [-1.565788, 0.741269, -5.168808], [-2.937529, -0.211019, -7.050481], [-3.561989, -2.442254, -8.010461], [-2.216351, -4.470323, -7.459318], [-0.112818, -4.229850, -6.118994], [0.626737, -1.968163, -5.404010], [-3.159490, 3.816584, 4.749152], [-1.963658, 4.022460, 4.054448], [-1.313077, 2.951440, 3.447051], [-1.858849, 1.650353, 3.530823], [-3.061200, 1.450599, 4.228768], [-3.701774, 2.530912, 4.840616], [-1.022310, 0.243548, 2.691444], [-0.388295, -0.743510, 4.097544], [-0.059607, -2.111493, 3.960600], [0.573461, -2.790255, 5.006063], [0.871837, -2.123164, 6.197153], [0.565716, -0.763588, 6.332508], [-0.062873, -0.081827, 5.295186], [-2.450476, -0.714858, 2.066165], [-2.830646, -2.000347, 2.496993], [-3.786849, -2.727086, 1.784753], [-4.413319, -2.167947, 0.669330], [-4.105976, -0.857606, 0.281836], [-3.154662, -0.125422, 0.990395], [-3.674132, 4.662080, 5.205485], [-1.539458, 5.022593, 3.970245], [-0.397186, 3.119613, 2.880031], [-3.511362, 0.456271, 4.263119], [-4.638888, 2.366009, 5.375170], [-0.326224, -2.659914, 3.051020], [0.827496, -3.845241, 4.880644], [1.336018, -2.665548, 7.021991], [0.808771, -0.229013, 7.251781], [-0.323812, 0.966690, 5.417876], [-2.385514, -2.438185, 3.387664], [-4.041116, -3.737107, 2.110389], [-5.146701, -2.747374, 0.105308], [-4.609538, -0.399577, -0.573487], [-2.959534, 0.911668, 0.716769]], "forces_ev_per_a": [[-0.547, -2.554, 2.122], [1.671, 0.447, 0.495], [-1.215, 1.585, -1.110], [1.457, 0.011, -0.940], [0.269, -0.070, -0.212], [0.830, -0.234, 1.291], [-1.235, 0.068, -1.086], [0.051, -0.258, -0.290], [-0.058, -0.055, 0.246], [0.109, 0.062, 0.271], [0.006, 0.224, 0.208], [-0.448, 0.304, -0.442], [-0.200, 0.339, 0.006], [-0.173, 0.353, -0.078], [-0.015, -0.054, -0.098], [0.079, -0.190, -0.311], [-0.069, -0.135, -0.348], [0.174, 0.258, 0.391], [-0.315, 0.230, 0.092], [-0.035, 0.262, -0.165], [0.276, -0.042, -0.002], [-0.295, -0.222, 0.008], [0.231, -0.187, 0.030], [-0.161, 0.090, 0.199], [-0.141, -0.005, -0.355], [0.036, 0.237, -0.113], [-0.074, -0.189, -0.229], [-0.147, 0.093, 0.227], [-0.045, -0.055, 0.016], [0.147, 0.126, -0.003], [0.136, 0.191, 0.656], [0.090, -0.115, 0.128], [-0.057, -0.175, -0.208], [0.118, 0.023, -0.130], [0.143, -0.165, -0.020], [-0.072, 0.026, 0.209], [-0.223, -0.123, -0.040], [0.038, -0.115, 0.220], [0.143, 0.216, -0.085], [-0.228, 0.065, -0.280], [0.051, 0.239, 0.187], [-0.197, -0.066, -0.185], [0.081, -0.222, 0.089], [-0.115, 0.135, 0.012], [0.191, -0.254, 0.193], [0.230, 0.118, 0.128], [-0.266, 2.447, 1.368], [-1.022, -1.165, -0.913], [-0.345, 1.962, 0.113], [-0.153, -0.432, -0.025], [1.260, 1.082, 0.779], [0.715, -2.433, 0.040], [-0.743, -1.615, -2.038], [0.130, -0.369, -0.357], [0.113, -0.266, 0.155], [0.307, 0.134, 0.280], [0.049, 0.336, 0.047], [-0.131, 0.225, -0.267], [-0.222, -0.107, -0.009], [0.165, -0.169, -0.127], [-0.026, -0.040, 0.024], [-0.291, -0.477, 0.018], [0.416, 1.124, -0.494], [-0.110, -0.076, -0.195], [0.194, -0.065, -0.113], [-2.167, -1.183, 2.397], [0.441, 0.106, -0.683], [0.352, -0.270, 0.116], [-0.388, 0.069, -0.439], [0.005, 0.154, -0.039], [-0.224, 0.041, -0.064], [0.306, 0.085, 0.208], [0.153, 0.241, -0.538], [0.140, -0.170, -0.267], [0.018, 0.190, 0.187], [0.183, 0.090, -0.069], [0.033, 0.201, 0.188], [-0.022, -0.389, -0.164], [0.142, -0.248, -0.097], [-0.136, -0.243, 0.067], [-0.191, 0.020, 0.200], [0.129, 0.306, 0.086], [0.310, 0.038, -0.154], [0.369, 0.269, 0.276], [-0.147, 0.346, 0.114], [-0.052, 0.195, -0.263], [-0.122, -0.216, -0.237], [0.144, -0.166, 0.006], [-0.134, 0.092, -0.283], [0.002, 0.349, -0.054], [0.218, 0.187, 0.201], [0.073, -0.157, 0.362], [0.033, -0.255, -0.038]], "mulliken_spin": [2.107, -0.049, 0.019, -0.056, 0.012, -0.036, 0.035, 0.006, 0.004, 0.016, -0.003, 0.062, 0.010, 0.020, 0.020, -0.006, 0.012, -0.002, -0.003, 0.006, 0.010, -0.004, -0.003, -0.007, 0.003, -0.001, 0.001, 0.002, 0.004, -0.019, -0.029, -0.004, 0.011, 0.007, 0.003, -0.002, -0.007, 0.000, -0.001, 0.002, -0.003, -0.002, 0.000, -0.006, 0.020, -0.002, 0.276, 0.068, 0.061, 0.268, 0.033, 0.104, 0.165, -0.016, 0.001, 0.007, -0.002, 0.004, 0.026, 0.007, 0.002, -0.004, 0.101, 0.018, 0.006, 0.173, 0.167, 0.027, -0.017, 0.091, -0.013, 0.042, 0.156, 0.026, -0.012, 0.068, -0.022, 0.038, 0.000, 0.000, -0.004, 0.001, 0.002, -0.002, 0.000, 0.001, 0.001, 0.002, -0.001, 0.001, 0.001, 0.000, -0.001]}

Entry 2:
{"formula": "C35H52N3O2S3SiZr", "method": "ωB97M-V/def2-TZVPD", "charge": 3, "homo_lumo_gap_ha": 0.2585, "multiplicity": 1, "e_above_lowest_ev": 0.681, "symbols": ["Zr", "O", "S", "C", "C", "C", "C", "S", "O", "C", "C", "C", "C", "C", "C", "C", "C", "C", "C", "C", "C", "H", "H", "H", "H", "H", "H", "H", "H", "H", "H", "H", "H", "H", "H", "H", "H", "H", "H", "N", "C", "C", "C", "C", "C", "C", "C", "H", "H", "H", "H", "H", "C", "Si", "C", "C", "C", "C", "C", "C", "C", "C", "H", "H", "H", "H", "H", "H", "H", "H", "H", "H", "H", "H", "H", "H", "H", "H", "H", "H", "H", "H", "H", "C", "N", "C", "S", "N", "C", "H", "H", "H", "H", "H", "H", "H", "H"], "coordinates": [[-0.665756, -1.151952, 0.613551], [-0.290015, -1.638286, -1.326835], [0.341270, -1.432291, -2.739720], [1.659134, -2.669666, -2.751018], [2.865964, -2.363706, -1.855131], [3.306266, -3.544914, -0.992036], [2.379477, -3.876071, 0.166986], [2.208196, -2.659014, 1.501377], [1.410711, -1.466040, 0.888700], [3.849127, -2.032175, 1.682160], [4.246350, -0.851689, 1.069412], [5.559595, -0.437862, 1.235226], [6.444543, -1.199200, 1.989612], [6.023814, -2.372233, 2.602953], [4.710525, -2.794571, 2.462727], [1.306356, 0.063600, -2.654310], [2.041778, 0.383300, -3.788883], [2.830810, 1.523226, -3.773368], [2.877158, 2.323423, -2.638888], [2.114779, 2.003807, -1.523523], [1.315658, 0.869768, -1.528862], [1.926520, -2.777149, -3.804326], [1.120412, -3.581414, -2.478527], [2.650453, -1.510038, -1.214680], [3.699817, -2.060220, -2.486740], [4.304887, -3.342883, -0.601525], [3.401154, -4.449748, -1.597834], [2.719120, -4.769577, 0.698115], [1.343768, -4.067554, -0.133026], [3.545485, -0.262967, 0.491781], [5.894933, 0.480813, 0.773180], [7.468137, -0.870590, 2.108445], [6.712990, -2.952719, 3.200506], [4.369522, -3.696449, 2.958190], [2.003057, -0.233726, -4.679261], [3.405161, 1.787497, -4.650626], [3.493563, 3.212155, -2.633636], [2.123013, 2.650305, -0.655946], [0.651534, 0.680582, -0.688849], [-0.163467, 0.370389, 2.173190], [0.299993, 1.154301, 2.883565], [0.885957, 2.090480, 3.768142], [1.978182, 1.689938, 4.550793], [2.546394, 2.603018, 5.415641], [2.033612, 3.894255, 5.496859], [0.951539, 4.287613, 4.716446], [0.367025, 3.389737, 3.845018], [2.361915, 0.680924, 4.477438], [3.386220, 2.313624, 6.031588], [2.483316, 4.603225, 6.179307], [0.565144, 5.294280, 4.792834], [-0.475707, 3.676697, 3.232670], [-2.214689, 1.016776, -2.222638], [-2.407450, 0.852972, -0.352750], [-3.893545, -0.323922, -0.038608], [-5.170519, 0.093225, -0.771071], [-3.438364, -1.685602, -0.583810], [-4.177493, -0.488894, 1.457186], [-2.500069, 2.607318, 0.384471], [-3.420791, 3.473535, -0.492740], [-1.090886, 3.218328, 0.336027], [-3.033543, 2.653765, 1.819092], [-3.103062, 1.499265, -2.637055], [-2.122589, 0.054276, -2.730382], [-1.361341, 1.634850, -2.505477], [-5.018546, 0.163471, -1.848878], [-5.542225, 1.055647, -0.419947], [-5.962168, -0.644262, -0.599325], [-3.038417, -1.643974, -1.596088], [-4.267427, -2.402916, -0.587236], [-2.693282, -2.188106, 0.074157], [-4.671262, 0.385199, 1.876851], [-3.259659, -0.647360, 2.048010], [-4.836728, -1.348609, 1.628420], [-3.072211, 3.541123, -1.523641], [-3.446173, 4.491671, -0.093854], [-4.447714, 3.106297, -0.501011], [-0.690409, 3.244810, -0.679891], [-0.380595, 2.676364, 0.968808], [-1.126394, 4.253371, 0.689634], [-4.095086, 2.412271, 1.862718], [-2.933545, 3.670438, 2.212463], [-2.509980, 1.975092, 2.495401], [-4.880333, -4.820098, 2.100863], [-3.528862, -4.284173, 1.866413], [-2.800328, -3.468485, 2.601153], [-1.141329, -3.156432, 2.058540], [-3.157910, -2.906176, 3.737466], [-4.413741, -3.021273, 4.497050], [-5.122722, -5.450337, 1.250678], [-5.615389, -4.022473, 2.154875], [-4.910390, -5.430974, 2.998558], [-3.045404, -4.652850, 1.062774], [-2.432598, -2.352470, 4.165858], [-5.255327, -2.655281, 3.916103], [-4.309156, -2.394707, 5.377361], [-4.585010, -4.042682, 4.823874]], "forces_ev_per_a": [[-0.245, 0.093, -0.117], [0.169, 0.147, -0.064], [0.053, -0.051, -0.028], [-0.027, -0.028, 0.053], [-0.023, -0.008, 0.002], [0.002, 0.012, 0.007], [-0.010, 0.016, -0.011], [0.080, 0.031, -0.002], [0.022, -0.026, 0.041], [-0.018, -0.004, 0.001], [0.012, 0.000, -0.004], [-0.002, 0.000, -0.001], [-0.001, -0.001, -0.001], [0.000, -0.003, 0.003], [-0.002, 0.003, -0.003], [-0.154, -0.021, 0.070], [-0.013, -0.030, -0.038], [0.018, -0.021, 0.023], [0.001, -0.007, -0.003], [-0.036, 0.025, 0.032], [-0.103, 0.030, -0.072], [-0.005, 0.031, -0.005], [0.021, -0.019, -0.004], [0.009, 0.004, 0.000], [-0.004, 0.001, -0.012], [-0.001, 0.002, 0.002], [-0.002, -0.002, 0.001], [0.003, 0.003, 0.009], [0.001, -0.005, 0.002], [0.004, -0.002, 0.002], [0.001, 0.000, 0.000], [0.000, 0.000, 0.000], [0.001, 0.000, 0.000], [0.000, -0.001, -0.001], [-0.012, -0.008, -0.007], [-0.002, -0.006, -0.001], [-0.005, 0.001, 0.001], [-0.009, 0.008, 0.004], [0.119, 0.041, -0.013], [-0.083, 0.012, -0.023], [0.013, -0.126, 0.093], [-0.023, 0.038, -0.012], [-0.003, 0.000, 0.000], [0.002, -0.008, -0.001], [0.000, 0.009, -0.005], [-0.004, 0.001, 0.000], [0.014, -0.019, 0.022], [-0.002, -0.001, 0.001], [-0.001, -0.001, 0.001], [-0.001, 0.000, 0.000], [-0.002, -0.001, 0.000], [-0.033, 0.006, -0.012], [-0.017, -0.055, 0.008], [0.165, -0.031, 0.022], [0.023, 0.027, 0.016], [-0.004, -0.020, 0.024], [-0.022, -0.009, -0.040], [-0.018, 0.015, -0.018], [0.022, 0.020, -0.031], [0.015, 0.015, -0.012], [0.014, -0.004, 0.053], [0.030, 0.031, -0.006], [-0.003, 0.003, 0.014], [0.020, 0.004, -0.005], [0.037, 0.009, 0.025], [0.001, 0.005, -0.001], [0.002, 0.020, 0.009], [-0.001, 0.001, -0.005], [-0.010, -0.012, -0.003], [-0.006, 0.003, 0.026], [0.004, 0.013, -0.072], [0.026, -0.018, 0.017], [0.004, 0.005, 0.001], [0.007, -0.012, -0.004], [0.000, 0.007, 0.009], [-0.004, -0.006, 0.011], [-0.012, -0.018, -0.022], [0.004, -0.015, -0.032], [-0.041, 0.057, -0.104], [0.001, 0.012, -0.012], [-0.009, 0.008, -0.016], [0.017, -0.011, 0.014], [0.063, -0.034, 0.054], [-0.013, -0.001, 0.001], [0.008, 0.006, -0.012], [0.032, 0.018, 0.036], [-0.044, -0.129, 0.115], [-0.016, -0.027, 0.030], [0.006, 0.014, -0.003], [0.004, 0.000, 0.001], [0.005, -0.004, -0.001], [-0.001, -0.002, -0.002], [0.003, 0.003, -0.018], [-0.009, -0.003, -0.003], [-0.002, -0.001, 0.007], [0.002, -0.003, 0.002], [-0.003, 0.001, -0.003]], "lowdin_charge": [1.283, -0.699, 1.147, -0.277, -0.204, -0.194, -0.291, 1.060, -0.718, -0.412, -0.071, -0.038, -0.029, -0.033, -0.068, -0.400, -0.056, -0.022, -0.025, -0.044, -0.106, 0.113, 0.104, 0.072, 0.135, 0.122, 0.138, 0.114, 0.089, 0.098, 0.120, 0.125, 0.126, 0.123, 0.130, 0.130, 0.126, 0.119, 0.050, 0.068, -0.073, -0.209, -0.008, -0.035, -0.013, -0.027, 0.000, 0.122, 0.124, 0.128, 0.126, 0.106, -0.182, 0.697, -0.657, -0.061, -0.132, -0.094, -0.646, -0.077, -0.108, -0.093, 0.048, 0.013, 0.036, 0.089, 0.083, 0.098, 0.075, 0.106, -0.014, 0.081, 0.050, 0.084, 0.080, 0.101, 0.080, 0.075, 0.037, 0.098, 0.076, 0.094, 0.060, -0.011, 0.008, -0.720, 0.645, 0.001, -0.012, 0.106, 0.089, 0.100, 0.129, 0.127, 0.088, 0.106, 0.099]}